[1]
Formula: C51H116N15O15
Source: the Open Molecules 2025 dataset
Level of theory: wB97M-V/def2-TZVPD

The geometry in XYZ format:
```
197
C51H116N15O15, DFT wB97M-V/def2-TZVPD
C 0.5157 -1.2000 1.4115
C 1.1446 -0.3239 0.3147
C 1.1745 -1.1600 -0.9688
C 1.0738 -0.3823 -2.2802
C 0.0845 0.7925 -2.2620
C -0.6345 0.9764 -0.9057
N 0.3700 0.9004 0.1225
O 0.1148 1.6300 1.2609
C -1.7839 -0.0569 -0.8418
C -1.2512 2.3664 -0.9664
C 2.5430 0.0392 0.7475
H 1.2093 -1.9625 1.8059
H -0.4528 -1.6217 1.1666
H 0.4125 -0.5991 2.3262
H 0.5080 -2.0201 -0.9274
H 2.1776 -1.6058 -1.0137
H 0.8789 -1.0513 -3.1230
H 2.0465 0.0744 -2.5070
H -0.7276 0.6425 -2.9913
H 0.5628 1.7337 -2.5459
H -2.3597 0.1392 0.0669
H -1.4450 -1.0848 -0.7075
H -2.4842 0.0232 -1.6779
H -2.0858 2.3410 -1.6667
H -0.5003 3.0995 -1.2801
H -1.5898 2.6972 0.0159
H 3.0991 0.3164 -0.1579
H 2.9896 -0.8140 1.2630
H 2.6119 0.8944 1.4105
C -5.4543 -4.7716 -3.1592
C -4.4249 -4.2115 -2.2164
O -4.3364 -4.6556 -1.0741
N -3.6675 -3.1766 -2.6735
C -3.8585 -2.4686 -3.9421
H -6.3466 -5.0355 -2.6025
H -5.0786 -5.6140 -3.7440
H -5.7526 -4.0624 -3.9379
H -2.8993 -2.8761 -2.0973
H -3.1966 -1.6083 -3.9629
H -4.8863 -2.1403 -4.0691
H -3.5817 -3.0978 -4.7980
C -0.9936 -4.8301 0.6377
C 0.0145 -5.3148 -0.3686
O 0.0587 -4.8413 -1.4990
N 0.9302 -6.2285 0.0662
C 1.9602 -6.7814 -0.7513
H -1.9586 -5.2528 0.3469
H -1.0917 -3.7472 0.6397
H -0.7702 -5.0534 1.6851
H 0.7254 -6.6720 0.9440
H 2.5047 -5.9859 -1.2613
H 1.6208 -7.4283 -1.5693
H 2.6696 -7.3615 -0.1674
C 2.8808 3.3669 -1.1744
C 3.2809 3.9830 0.1468
O 3.9319 5.0106 0.1702
N 2.8875 3.3012 1.2547
C 3.0323 3.7945 2.6118
H 2.4638 4.1496 -1.8070
H 2.1069 2.5989 -1.0549
H 3.7792 2.9652 -1.6417
H 2.0730 2.6862 1.1007
H 2.1627 4.4142 2.8510
H 3.8894 4.4598 2.6884
H 3.1353 2.9670 3.3101
C -4.0500 5.7787 -2.6794
C -5.1089 5.6508 -1.6071
O -6.1261 5.0034 -1.8433
N -4.8466 6.1875 -0.3964
C -5.7571 6.0891 0.7226
H -4.4901 6.2494 -3.5599
H -3.7430 4.7785 -2.9853
H -3.1789 6.3301 -2.3617
H -3.9826 6.6839 -0.2523
H -5.3025 5.4780 1.5137
H -6.6760 5.5799 0.4581
H -5.9594 7.0626 1.1655
C 2.8478 -0.6665 4.8354
C 4.1131 0.1370 4.8625
O 4.1802 1.1782 5.5064
N 5.1460 -0.3245 4.1227
C 5.2293 -1.5698 3.3732
H 3.0294 -1.7192 4.6031
H 2.2232 -0.2937 4.0197
H 2.3698 -0.5600 5.7975
H 5.9722 0.2493 4.0335
H 4.3395 -1.8166 2.7928
H 5.3977 -2.4399 4.0206
H 6.0799 -1.5092 2.6981
C -3.1357 0.0893 2.5096
C -2.4317 0.1114 3.8396
O -2.8677 -0.5220 4.7952
N -1.2427 0.7780 3.8943
C -0.5252 0.7815 5.1450
H -2.7527 0.8980 1.8792
H -4.2187 0.1967 2.5685
H -2.9738 -0.8476 1.9750
H -0.7762 1.0753 3.0280
H 0.1263 1.6557 5.1706
H 0.1171 -0.0970 5.2342
H -1.2310 0.7432 5.9669
C -8.8008 -2.6452 -4.9709
C -8.2086 -2.4799 -3.5850
O -8.5251 -3.2200 -2.6691
N -7.3448 -1.4447 -3.4365
C -6.7270 -1.0663 -2.1553
H -9.8040 -3.0408 -4.9619
H -8.1131 -3.2705 -5.5569
H -8.7420 -1.7132 -5.5491
H -7.2792 -0.7515 -4.1591
H -5.6585 -1.2761 -2.1300
H -7.2400 -1.5037 -1.3055
H -6.8775 0.0141 -2.0642
C 4.0475 -3.4536 -0.2924
C 5.2472 -3.6638 0.5883
O 5.1191 -4.2346 1.6725
N 6.4405 -3.2593 0.1099
C 7.6368 -3.2610 0.8931
H 4.2905 -2.9612 -1.2316
H 3.3328 -2.8705 0.2927
H 3.5341 -4.3889 -0.4973
H 6.4715 -2.8721 -0.8232
H 8.3161 -4.0719 0.6145
H 7.4340 -3.3908 1.9549
H 8.1567 -2.3012 0.8252
C -5.3430 2.1896 0.5856
C -6.7553 1.7692 0.2368
O -7.3196 0.8369 0.8021
N -7.3291 2.4054 -0.8321
C -8.6590 2.0757 -1.2329
H -5.0187 3.0192 -0.0550
H -4.6456 1.3792 0.3888
H -5.2348 2.5373 1.6109
H -6.8481 3.1814 -1.2533
H -9.3813 2.2589 -0.4333
H -8.7002 0.9956 -1.4031
H -8.9397 2.6369 -2.1163
C 4.8941 -0.2111 -3.0726
C 6.1452 -1.0433 -2.8130
O 6.0931 -2.2799 -2.7982
N 7.3015 -0.3466 -2.6410
C 8.5844 -0.9650 -2.3375
H 4.9891 0.7956 -2.6618
H 4.0785 -0.7009 -2.5452
H 4.6935 -0.2011 -4.1401
H 7.2405 0.6497 -2.7383
H 9.0268 -0.5343 -1.4389
H 9.2758 -0.8399 -3.1758
H 8.4542 -2.0338 -2.2004
C -5.4970 2.3736 -3.8978
C -4.6212 1.6642 -4.8724
O -4.6711 0.4620 -4.9784
N -3.7009 2.4300 -5.5058
C -2.6217 1.9162 -6.3420
H -6.5577 2.1422 -3.8493
H -5.4373 3.4630 -3.9299
H -5.0776 2.0556 -2.9359
H -3.7330 3.4205 -5.3451
H -2.8901 0.9156 -6.6747
H -1.6935 1.8205 -5.7708
H -2.4545 2.5818 -7.1845
C 5.2661 -5.4445 5.0613
C 3.7696 -5.4583 4.9255
O 3.0670 -5.9732 5.7818
N 3.2809 -4.8869 3.7931
C 1.8767 -4.7785 3.4841
H 5.7537 -5.2353 4.1073
H 5.5942 -6.3939 5.4740
H 5.5548 -4.6727 5.7775
H 3.8658 -4.7563 2.9726
H 1.5357 -3.7496 3.5872
H 1.3115 -5.5493 3.9992
H 1.7780 -5.0105 2.4159
C 6.0090 0.6311 0.5330
C 6.6450 1.2689 1.7475
O 7.6394 0.8059 2.2814
N 6.0235 2.3914 2.1603
C 6.4645 3.2020 3.2605
H 5.1807 1.2389 0.1592
H 5.5517 -0.3364 0.7583
H 6.7452 0.4766 -0.2496
H 5.1436 2.6806 1.7623
H 7.5467 3.1465 3.3724
H 5.9936 2.9537 4.2171
H 6.2575 4.2604 3.0877
C -1.5954 4.0210 3.3383
C -1.0489 5.0446 2.3716
O -1.3187 6.2618 2.5004
N -0.2742 4.5971 1.3629
C 0.2730 5.5689 0.4861
H -2.3364 3.4024 2.8331
H -1.9655 4.5476 4.2098
H -0.8039 3.3637 3.7005
H -0.1213 3.5771 1.2295
H 1.1393 6.0849 0.8957
H -0.4983 6.2836 0.2280
H 0.5343 5.0782 -0.4537
```

Computed properties:
Charge = -1
Energy relative to the best compared isomer or geometry (same formula, charge and spin) = 0.0 kcal per mole
Spin multiplicity = 1

---

[2]
Formula: C51H117N5O13
Source: the Open Molecules 2025 dataset
Level of theory: wB97M-V/def2-TZVPD

The geometry in XYZ format:
```
186
C51H117N5O13, DFT wB97M-V/def2-TZVPD
C -1.4529 -4.2066 -0.9621
C -2.8127 -3.7985 -1.5597
C -2.8930 -2.2679 -1.4947
C -2.7533 -4.2040 -3.0376
C -4.0818 -4.1109 -3.7716
C -5.1090 -4.9696 -3.0745
C -5.2769 -4.6052 -1.5969
C -6.0894 -3.3273 -1.4225
C -6.0076 -5.7543 -0.9079
N -3.9489 -4.4795 -0.9577
O -4.0171 -4.3193 0.4501
H -0.6047 -3.7300 -1.4551
H -1.3628 -3.9607 0.0970
H -1.2772 -5.2825 -1.0631
H -3.3234 -2.0681 -0.5093
H -2.0150 -1.6675 -1.7183
H -3.6765 -1.8995 -2.1650
H -2.0448 -3.5490 -3.5541
H -2.3403 -5.2127 -3.1360
H -4.4399 -3.0883 -3.9175
H -3.9124 -4.4324 -4.8042
H -4.9147 -6.0384 -3.1731
H -6.0623 -4.7651 -3.5721
H -5.7380 -2.3774 -1.8283
H -6.3232 -3.1353 -0.3734
H -7.0483 -3.4364 -1.9460
H -6.1654 -5.5501 0.1552
H -5.4104 -6.6701 -0.8972
H -6.9881 -5.9988 -1.3162
H -3.7738 -5.1968 0.7672
C 4.6777 -1.0334 -2.9996
C 3.7058 0.1188 -3.3441
C 3.4827 0.9842 -2.1246
C 4.3170 0.9849 -4.4485
C 4.2808 0.3438 -5.8235
C 2.8149 0.0779 -6.2093
C 2.1268 -0.8127 -5.1556
C 0.6291 -0.7745 -5.4101
C 2.5729 -2.2689 -5.4069
N 2.3717 -0.3414 -3.7795
O 1.7658 -1.2115 -2.8508
H 5.7027 -0.6532 -2.9635
H 4.5261 -1.4613 -2.0060
H 4.6752 -1.8650 -3.7009
H 2.7014 1.7331 -2.2463
H 3.1230 0.4075 -1.2620
H 4.4236 1.3832 -1.7370
H 3.8459 1.9709 -4.4059
H 5.3667 1.2105 -4.2363
H 4.6294 1.0848 -6.5463
H 4.8922 -0.5561 -5.8291
H 2.7780 -0.4459 -7.1636
H 2.2524 1.0101 -6.2969
H 0.1284 0.1007 -5.0053
H 0.1306 -1.7119 -5.1392
H 0.4366 -0.8802 -6.4863
H 2.1192 -2.9534 -4.6886
H 3.6422 -2.4843 -5.3093
H 2.4030 -2.5893 -6.4376
H 1.1422 -0.6509 -2.3710
C 7.2004 2.7461 -0.0502
C 6.4040 3.4339 1.0572
C 6.4475 4.9581 0.9095
C 4.9063 3.1049 0.8293
C 4.4304 1.7634 1.3652
C 4.8854 1.5322 2.8112
C 6.3524 1.8962 3.0909
C 6.4262 2.0781 4.6122
C 7.2058 0.6551 2.7154
N 6.7319 3.1329 2.4326
O 7.9604 3.6199 2.8723
H 8.2817 2.8750 0.0196
H 7.0137 1.6697 0.0167
H 6.8891 2.9977 -1.0650
H 7.4321 5.3788 1.1321
H 6.1217 5.2474 -0.0923
H 5.8057 5.5241 1.5903
H 4.2207 3.8668 1.2208
H 4.6511 3.2168 -0.2308
H 3.3385 1.7926 1.3557
H 4.7221 0.9872 0.6501
H 4.7082 0.4977 3.1060
H 4.2313 2.1554 3.4272
H 5.7252 2.7930 5.0533
H 7.4118 2.3232 5.0091
H 6.1128 1.1447 5.0913
H 8.2662 0.8834 2.8426
H 7.0853 0.4573 1.6486
H 6.9288 -0.2338 3.2770
H 7.7856 4.3910 3.4253
C 0.7773 -0.4092 2.2529
C 0.8543 -1.4167 3.4163
C 1.2339 -0.4989 4.6191
C -0.5096 -1.9808 3.8015
C -0.8629 -3.2104 2.9678
C 0.2405 -4.2548 2.8608
C 1.5955 -3.6330 2.4213
C 2.6285 -4.6959 2.7949
C 1.5776 -3.3245 0.9540
N 1.8711 -2.4503 3.2573
O 3.1644 -1.9351 3.1044
H 1.7746 -0.0565 1.9754
H 0.2660 -0.6818 1.3215
H 0.2316 0.4966 2.5409
H 2.1421 0.0748 4.4521
H 0.3887 0.1247 4.9038
H 1.3791 -1.1978 5.4494
H -0.6322 -2.1891 4.8648
H -1.2797 -1.2753 3.4800
H -1.8521 -3.5944 3.2350
H -1.0745 -2.8196 1.9614
H -0.0508 -4.9814 2.0989
H 0.3056 -4.7845 3.8124
H 3.6199 -4.4670 2.3870
H 2.4380 -5.7232 2.4811
H 2.7788 -4.7052 3.8754
H 1.5319 -4.2236 0.3298
H 2.4920 -2.8798 0.5437
H 0.7074 -2.7162 0.7135
H 3.2979 -1.8281 2.1438
C -6.0430 0.7464 4.7619
C -4.7622 0.8174 3.9095
C -3.9026 1.9890 4.4522
C -3.9830 -0.4976 4.0710
C -4.5029 -1.6755 3.2284
C -4.7019 -1.2525 1.7568
C -5.4815 0.0299 1.5381
C -5.2428 0.5363 0.1201
C -6.9905 -0.2751 1.7343
N -5.0051 1.0444 2.4844
O -5.6743 2.2747 2.3022
H -6.3781 -0.2981 4.6989
H -5.8697 0.7978 5.8384
H -6.8663 1.3774 4.4401
H -3.8441 1.9295 5.5388
H -2.8770 1.9603 4.0805
H -4.3830 2.9252 4.1789
H -2.9330 -0.3444 3.8095
H -4.0419 -0.8770 5.0939
H -3.6842 -2.3952 3.2118
H -5.4363 -2.0999 3.5972
H -5.1596 -2.1309 1.3032
H -3.6811 -1.1397 1.3762
H -4.2128 0.8233 -0.0911
H -5.9392 1.3665 -0.0346
H -5.5537 -0.1535 -0.6683
H -7.3906 -1.0264 1.0536
H -7.5422 0.6630 1.6437
H -7.2014 -0.6343 2.7428
H -5.0954 2.8886 1.7970
O 1.3833 2.5836 -4.2665
C 0.1670 3.0429 -4.8603
C 0.5078 4.2379 -5.7403
O 0.9150 5.3688 -4.9901
H 1.6225 1.6973 -4.5868
H -0.2680 2.2218 -5.4407
H -0.5953 3.2464 -4.1038
H -0.3662 4.5272 -6.3309
H 1.3357 3.9812 -6.4137
H 1.7014 5.0664 -4.5115
O -3.0936 6.8433 -0.0175
C -3.0665 5.5461 -0.5762
C -3.2868 4.4319 0.4222
O -4.6877 4.2604 0.7457
H -4.0078 7.0453 0.2064
H -3.7353 5.5023 -1.4431
H -2.0648 5.3263 -0.9650
H -2.7445 4.6261 1.3532
H -2.9066 3.4748 0.0594
H -5.1464 5.1010 0.6975
O -1.0406 0.7870 -0.7835
C -0.0695 1.7270 -1.1917
C 0.8901 1.9800 -0.0334
O 0.3043 2.8656 0.9302
H -1.4651 1.0749 0.0474
H 0.4861 1.3347 -2.0467
H -0.5208 2.6901 -1.4574
H 1.8496 2.4443 -0.2875
H 1.2255 1.0520 0.4478
H -0.3314 2.3219 1.4248
O -2.1676 1.2896 1.6644
H -2.2643 0.6654 2.3924
H -3.0231 1.7538 1.6372
O 0.7307 5.7053 1.2748
H 0.4421 4.7811 1.3471
H 1.1523 5.7605 0.4118
```

Computed properties:
Charge = 0
SMILES string = CC1(C)CCCC(C)(C)N1O.CC1(C)CCCC(C)(C)N1O.CC1(C)CCCC(C)(C)N1O.CC1(C)CCCC(C)(C)N1O.CC1(C)CCCC(C)(C)N1O.OCCO.OCCO.OCCO.O.O
Spin multiplicity = 1

---

no.,HOMO energy (eV),LUMO level (eV)
1,-3.952,1.64
2,-8.069,0.37